(1)
Here is 7 unconnected molecules or ions with the total composition C49H67ClN8O6P from the Open Molecules 2025 dataset. Energies are from the ωB97M-V functional and the def2-TZVPD basis.

* total charge: -1
* gap between HOMO and LUMO: 5.91 eV
* E_HOMO: -4.275 eV
* strongest force on any atom: 8.13 eV Å⁻¹

The geometry in XYZ format:
```
132
Properties=species:S:1:pos:R:3:mulliken_charge:R:1
C 2.928 1.407 1.851 -0.76
C 3.127 0.478 0.482 -0.25
C 3.193 -1.099 0.943 -0.92
C 1.905 -1.976 0.427 0.59
C 1.933 -3.421 1.265 -0.79
C 0.434 -3.595 1.912 -0.51
C -0.662 -3.940 0.731 0.37
C -2.159 -3.845 1.408 -0.97
C -3.058 -2.561 0.821 0.11
C -2.232 -1.218 1.208 -0.17
N -2.939 0.063 1.395 0.80
C -4.013 0.459 0.473 0.94
C -3.909 0.033 -1.100 -1.37
C -2.522 0.384 -1.874 0.22
C -2.626 -0.357 -3.370 -0.58
C -2.127 -1.932 -3.242 0.55
O -3.056 -2.885 -3.403 -0.63
O -0.726 -2.320 -2.980 -0.39
C -5.464 -0.187 1.005 -1.02
C -5.474 -0.639 2.567 0.27
C -5.656 0.550 3.672 -0.67
Cl -7.000 -1.742 2.764 -0.27
C -4.360 2.099 0.429 0.15
O -5.077 2.721 1.400 -0.61
O -3.955 2.991 -0.691 -0.70
P -1.774 1.352 1.828 0.46
N -1.138 2.119 0.510 -0.68
O -2.464 2.537 2.958 -0.47
O -0.342 0.694 2.652 -0.45
H 3.987 1.640 2.309 0.28
H 2.274 0.795 2.618 0.03
H 2.381 2.403 1.531 0.29
H 4.126 0.783 -0.085 0.31
H 2.175 0.695 -0.182 0.15
H 3.216 -1.143 2.127 0.31
H 4.182 -1.601 0.556 0.30
H 1.896 -2.187 -0.731 0.15
H 0.923 -1.365 0.693 -0.38
H 2.269 -4.322 0.595 0.29
H 2.697 -3.313 2.159 0.34
H 0.158 -2.604 2.472 0.08
H 0.445 -4.475 2.686 0.36
H -0.624 -3.199 -0.174 -0.42
H -0.512 -5.065 0.368 0.42
H -2.823 -4.804 1.182 0.35
H -2.120 -3.730 2.572 0.36
H -4.116 -2.688 1.294 0.22
H -3.041 -2.719 -0.362 -0.16
H -1.315 -1.149 0.444 -0.64
H -1.701 -1.479 2.249 0.32
H -4.188 -1.113 -1.282 0.27
H -4.774 0.633 -1.664 0.48
H -1.538 -0.023 -1.398 -0.31
H -2.342 1.521 -2.115 0.42
H -1.812 0.182 -4.048 0.25
H -3.710 -0.250 -3.825 0.28
H -0.147 -1.548 -3.257 0.31
H -5.644 -1.171 0.353 0.35
H -6.379 0.512 0.781 0.39
H -4.583 -1.313 2.919 0.06
H -4.739 1.308 3.633 0.00
H -5.600 0.057 4.750 0.30
H -6.663 1.138 3.503 0.27
H -0.092 1.943 0.513 0.17
H -2.103 3.457 2.699 0.36
H -0.255 1.197 3.536 0.25
N -0.878 -5.079 -7.051 -0.46
C 0.062 -6.039 -6.919 -0.43
C 0.588 -6.441 -5.701 -0.37
C 0.124 -5.818 -4.547 -0.56
C -0.843 -4.823 -4.651 -0.01
C -1.310 -4.493 -5.913 -0.18
H 0.394 -6.493 -7.848 0.37
H 1.340 -7.220 -5.654 0.41
H 0.514 -6.105 -3.574 0.43
H -1.224 -4.318 -3.771 0.35
H -2.067 -3.726 -6.046 0.42
N 1.162 -2.734 -10.376 -0.55
C 2.093 -1.792 -10.641 -0.31
C 3.175 -1.524 -9.817 -0.31
C 3.309 -2.263 -8.646 -0.45
C 2.364 -3.238 -8.344 -0.23
C 1.319 -3.436 -9.233 -0.15
H 1.943 -1.240 -11.565 0.37
H 3.894 -0.758 -10.081 0.39
H 4.142 -2.080 -7.974 0.36
H 2.440 -3.831 -7.439 0.43
H 0.559 -4.188 -9.044 0.45
N -7.098 0.183 6.988 -0.24
C -6.292 0.923 7.780 0.00
C -6.593 1.252 9.093 -0.65
C -7.795 0.798 9.626 -0.11
C -8.647 0.036 8.834 -0.48
C -8.257 -0.244 7.534 -0.26
H -5.368 1.256 7.318 0.36
H -5.907 1.847 9.684 0.34
H -8.065 1.037 10.650 0.35
H -9.591 -0.332 9.219 0.34
H -8.886 -0.839 6.877 0.36
N 5.171 3.442 4.054 -0.34
C 6.103 4.384 3.789 -0.42
C 7.184 4.652 4.613 -0.15
C 7.318 3.913 5.784 -0.15
C 6.373 2.938 6.086 -0.59
C 5.329 2.740 5.197 -0.11
H 5.952 4.936 2.866 0.34
H 7.903 5.418 4.349 0.31
H 8.152 4.096 6.456 0.41
H 6.449 2.345 6.991 0.35
H 4.568 1.988 5.386 0.34
N -2.592 1.399 -8.136 -0.60
C -3.835 0.913 -7.925 -0.27
C -4.140 -0.438 -7.899 -0.39
C -3.110 -1.350 -8.105 -0.27
C -1.819 -0.880 -8.327 -0.05
C -1.613 0.490 -8.332 -0.33
H -4.605 1.664 -7.772 0.36
H -5.156 -0.772 -7.722 0.38
H -3.310 -2.417 -8.093 0.43
H -0.995 -1.564 -8.492 0.35
H -0.623 0.906 -8.497 0.39
N 10.194 6.731 5.634 -0.38
C 10.056 7.741 6.520 -0.08
C 10.648 8.985 6.370 -0.52
C 11.434 9.207 5.244 -0.12
C 11.597 8.186 4.314 -0.45
C 10.961 6.977 4.550 -0.16
H 9.436 7.517 7.384 0.35
H 10.501 9.761 7.113 0.35
H 11.916 10.169 5.093 0.35
H 12.203 8.327 3.427 0.35
H 11.055 6.150 3.852 0.34
```

***

(2)
Here is a molecular structure, C49H95F12HgN7O13S4 from the Open Molecules 2025 dataset. Energies are from the ωB97M-V functional and the def2-TZVPD basis.

* gap between HOMO and LUMO: 7.01 eV
* E_HOMO: -8.055 eV
* strongest force on any atom: 3.81 eV Å⁻¹

The geometry in XYZ format:
```
181
Properties=species:S:1:pos:R:3:mulliken_charge:R:1
Hg 29.750 -22.721 11.529 4.19
C 25.853 -23.284 12.273 0.67
F 24.991 -22.573 11.630 -0.17
F 26.613 -22.594 13.120 -0.19
F 25.267 -24.206 13.006 -0.22
S 27.097 -24.176 11.109 0.75
O 28.172 -24.606 12.012 -0.65
O 26.421 -25.211 10.392 -0.56
N 27.919 -22.893 10.264 -0.64
S 27.102 -22.870 8.897 0.84
O 27.527 -23.933 8.024 -0.66
O 25.686 -22.631 9.046 -0.59
C 27.803 -21.333 8.065 0.71
F 27.146 -21.100 6.947 -0.21
F 27.736 -20.263 8.849 -0.10
F 29.088 -21.537 7.752 -0.25
C 28.211 -18.746 12.182 -0.15
F 28.491 -17.481 12.050 0.02
F 27.662 -18.994 13.342 -0.15
F 27.450 -19.220 11.231 -0.15
S 29.896 -19.719 12.148 0.32
O 30.016 -20.386 10.859 -1.36
O 30.949 -18.792 12.464 0.48
N 29.656 -21.145 13.134 -0.56
S 30.111 -20.784 14.631 0.45
O 31.500 -21.065 14.888 -0.70
O 29.676 -19.478 15.068 -0.47
C 29.110 -22.082 15.603 0.41
F 29.857 -22.526 16.606 -0.24
F 28.040 -21.482 16.124 -0.24
F 28.755 -23.089 14.822 -0.09
C 30.350 -13.497 12.853 -1.28
C 31.285 -13.088 14.004 1.58
C 30.361 -12.696 15.181 -1.80
C 29.720 -13.899 15.900 0.73
C 30.891 -14.759 16.388 -2.07
C 31.851 -15.239 15.279 2.36
N 32.243 -14.146 14.386 0.10
O 32.998 -14.588 13.284 -0.37
C 33.078 -15.679 16.103 -1.79
C 31.157 -16.363 14.512 -0.71
C 32.058 -11.795 13.703 -2.17
H 30.894 -13.609 11.911 0.24
H 29.643 -12.690 12.653 0.80
H 29.897 -14.451 13.107 -0.38
H 30.952 -12.208 15.962 0.40
H 29.595 -12.020 14.802 0.63
H 29.110 -14.470 15.198 -0.71
H 29.097 -13.542 16.719 0.56
H 30.429 -15.616 16.891 0.56
H 31.355 -14.262 17.245 0.47
H 32.927 -16.232 17.029 0.36
H 33.641 -16.379 15.470 0.17
H 33.727 -14.825 16.294 0.50
H 30.087 -16.169 14.403 -0.68
H 31.500 -16.513 13.487 -0.68
H 31.263 -17.331 15.006 0.96
H 31.408 -10.930 13.814 0.37
H 32.608 -11.812 12.758 0.32
H 32.873 -11.691 14.426 0.52
H 33.843 -14.147 13.421 0.36
C 22.931 -15.266 12.773 -1.88
C 23.687 -14.903 14.047 2.14
C 24.711 -16.022 14.405 -2.42
C 26.059 -15.882 13.710 0.97
C 26.579 -14.461 13.685 -0.33
C 25.559 -13.385 13.250 1.68
N 24.353 -13.587 14.047 0.31
O 23.340 -12.617 13.808 -0.51
C 26.132 -12.019 13.631 -2.01
C 25.413 -13.471 11.714 -1.56
C 22.701 -14.859 15.231 -2.13
H 22.080 -15.917 12.995 0.47
H 23.523 -15.858 12.072 0.32
H 22.468 -14.423 12.259 0.34
H 24.771 -16.301 15.457 0.43
H 24.374 -16.976 13.978 0.55
H 25.978 -16.306 12.703 -0.56
H 26.831 -16.499 14.179 0.52
H 27.505 -14.412 13.110 -0.57
H 26.841 -14.207 14.719 0.40
H 27.151 -11.882 13.266 0.26
H 25.493 -11.161 13.424 0.43
H 26.261 -11.991 14.720 0.47
H 24.809 -12.612 11.417 0.41
H 26.400 -13.285 11.277 0.29
H 25.126 -14.446 11.331 0.29
H 23.154 -14.342 16.079 0.48
H 22.466 -15.844 15.641 0.47
H 21.779 -14.385 14.899 0.39
H 23.447 -12.016 14.553 0.35
C 31.660 -24.389 13.906 -2.16
C 32.420 -24.819 12.667 1.32
C 32.095 -26.303 12.489 -1.34
C 32.178 -26.780 11.011 -0.86
C 31.475 -25.842 10.081 -0.81
C 32.117 -24.438 10.116 1.52
N 31.909 -24.002 11.521 0.63
O 32.188 -22.619 11.721 2.55
C 33.568 -24.398 9.603 -1.69
C 31.340 -23.521 9.143 -2.23
C 33.945 -24.634 12.864 -1.47
H 31.951 -24.987 14.774 0.68
H 30.585 -24.577 13.843 0.31
H 31.809 -23.360 14.248 -0.04
H 32.866 -26.915 12.963 0.38
H 31.149 -26.551 12.967 0.50
H 31.826 -27.810 10.999 0.47
H 33.234 -26.764 10.725 0.35
H 30.421 -25.765 10.364 -0.01
H 31.561 -26.263 9.076 0.48
H 33.936 -23.389 9.781 0.23
H 34.237 -25.135 10.049 0.34
H 33.602 -24.732 8.566 0.52
H 31.371 -23.879 8.109 0.82
H 30.243 -23.509 9.169 0.40
H 31.768 -22.521 9.212 -0.34
H 34.550 -25.202 12.161 0.34
H 34.172 -24.927 13.887 0.56
H 34.226 -23.588 12.727 -0.02
H 33.162 -22.528 11.707 -1.37
C 33.786 -20.704 9.372 -1.06
C 34.543 -19.853 10.368 1.67
C 33.714 -18.637 10.792 -1.05
C 34.227 -17.960 12.059 0.35
C 34.218 -18.956 13.176 -0.65
C 35.087 -20.179 12.894 2.14
N 34.803 -20.723 11.560 1.66
O 35.661 -21.790 11.216 -0.57
C 36.561 -19.757 13.075 -2.12
C 34.801 -21.253 13.939 -2.16
C 35.822 -19.305 9.699 -2.10
H 33.477 -20.098 8.519 0.56
H 32.961 -21.160 9.918 -0.71
H 34.430 -21.490 8.974 0.52
H 33.768 -17.916 9.968 0.81
H 32.642 -18.821 10.864 -0.73
H 33.456 -17.213 12.284 -0.76
H 35.122 -17.345 11.936 0.74
H 33.178 -19.289 13.225 -1.45
H 34.508 -18.515 14.131 0.98
H 36.774 -18.884 12.456 0.37
H 36.812 -19.419 14.084 0.45
H 37.284 -20.565 12.934 0.42
H 35.033 -20.936 14.956 0.49
H 33.770 -21.612 13.929 0.09
H 35.452 -22.105 13.722 0.65
H 36.430 -18.660 10.330 0.34
H 35.592 -18.900 8.716 0.46
H 36.491 -20.152 9.490 0.53
H 36.509 -21.383 10.968 0.31
C 30.085 -17.940 8.017 -1.68
C 29.395 -16.597 7.668 2.01
C 27.931 -16.562 8.178 -1.89
C 27.779 -16.373 9.682 0.08
C 28.525 -15.068 10.037 -0.87
C 30.021 -15.116 9.659 2.12
N 30.112 -15.454 8.244 0.47
O 31.422 -15.355 7.718 -0.49
C 30.526 -13.672 9.825 -2.08
C 30.701 -16.118 10.613 0.33
C 29.368 -16.486 6.143 -2.19
H 31.041 -18.001 7.493 0.51
H 29.495 -18.784 7.658 0.18
H 30.281 -18.074 9.079 0.18
H 27.450 -15.843 7.513 0.33
H 27.549 -17.547 7.887 0.49
H 28.280 -17.194 10.193 -0.85
H 26.723 -16.393 9.949 0.67
H 28.407 -14.915 11.117 -0.62
H 28.025 -14.193 9.615 0.97
H 30.474 -13.467 10.899 0.99
H 31.542 -13.503 9.466 0.52
H 29.935 -12.884 9.356 0.37
H 30.145 -16.919 11.093 -0.66
H 31.636 -16.471 10.170 0.11
H 31.084 -15.569 11.486 -0.74
H 29.060 -15.490 5.812 0.49
H 28.707 -17.266 5.768 0.39
H 30.368 -16.560 5.716 0.42
H 31.386 -14.543 7.203 0.36
```

***

(3)
Here is 4 unconnected molecules or ions with the total composition C49H96FN6O12P4S2 from the Open Molecules 2025 dataset. Energies are from the ωB97M-V functional and the def2-TZVPD basis.

* gap between HOMO and LUMO (spin up / spin down): 7.91 / 7.55 eV
* 2S+1: 4
* E_HOMO (spin up / spin down): -8.079 / -8.079 eV
* strongest force on any atom: 7.23 eV Å⁻¹

The geometry in XYZ format:
```
170
Properties=species:S:1:pos:R:3:mulliken_spin:R:1
C -3.276 -2.249 6.847 0.00
C -1.756 -1.756 6.406 0.00
P -0.638 -3.237 5.813 0.00
C -0.621 -4.609 7.141 0.00
C 1.160 -2.514 5.530 0.00
C 2.034 -3.809 5.068 0.00
C 1.172 -4.974 4.260 0.00
F 2.205 -5.738 3.464 0.00
O 0.961 -1.437 4.603 0.00
C 2.077 -0.978 3.813 0.00
S 3.739 -0.816 4.651 0.00
C 2.170 -1.822 2.370 0.00
C 3.590 -2.182 1.609 0.00
C 3.715 -3.026 0.195 0.00
C 2.329 -3.564 -0.558 0.01
C 0.893 -3.242 0.214 0.00
C 0.787 -2.391 1.642 0.00
C 1.671 0.609 3.416 0.00
C 2.345 1.101 2.003 0.00
C 1.303 0.985 0.698 0.00
C 1.672 2.065 -0.503 0.00
C 0.768 1.566 -1.820 0.00
N 0.206 2.723 -2.616 0.00
C -1.289 2.475 -2.856 0.00
N -1.789 1.447 -3.618 0.00
N -2.252 3.499 -2.224 0.00
O 2.029 1.365 4.600 0.00
C 1.604 2.746 4.659 0.00
C 0.252 3.176 3.867 0.00
O 0.401 3.608 2.478 0.00
C -1.012 3.710 1.982 0.00
P 1.134 3.011 6.541 0.00
O -0.193 2.112 6.728 0.00
O 2.309 2.338 7.635 0.00
O 0.643 4.644 6.893 0.00
P 3.132 3.856 4.381 0.00
O 4.428 2.769 3.837 0.00
O 2.972 5.059 3.135 0.00
S 3.820 4.754 5.959 0.00
P 1.686 -1.969 7.327 0.00
O 1.188 -0.482 7.513 0.00
H -3.194 -3.024 7.722 0.00
H -3.792 -1.281 7.318 0.00
H -3.948 -2.583 5.950 0.00
H -1.310 -1.207 7.340 0.00
H -1.890 -0.999 5.510 0.00
H -1.097 -4.230 8.150 0.00
H -1.302 -5.512 6.759 0.00
H 0.451 -5.046 7.318 0.00
H 2.975 -3.588 4.410 0.00
H 2.422 -4.338 6.060 0.00
H 0.682 -5.773 4.969 0.00
H 0.423 -4.548 3.469 0.00
H 3.610 -0.273 5.941 0.00
H 4.620 -1.800 2.076 0.00
H 4.774 -3.212 -0.299 0.00
H 2.397 -4.146 -1.596 0.00
H -0.102 -3.637 -0.271 0.00
H -0.279 -2.211 2.128 0.00
H 0.500 0.514 3.203 0.00
H 2.595 2.268 2.047 0.00
H 3.401 0.595 1.768 0.00
H 0.187 1.118 1.050 0.00
H 1.464 -0.082 0.235 0.00
H 1.391 3.144 -0.146 0.00
H 2.803 1.939 -0.800 0.00
H -0.153 0.974 -1.352 0.00
H 1.363 0.779 -2.455 0.00
H 0.294 3.579 -1.996 0.00
H -0.935 0.911 -3.949 0.00
H -2.214 3.341 -1.188 0.00
H -3.227 3.332 -2.577 0.00
H -0.541 2.288 3.941 0.00
H -0.246 4.070 4.482 0.00
H -1.053 4.049 0.863 0.00
H -1.674 4.404 2.672 0.00
H -1.520 2.635 2.024 0.00
H 3.211 2.216 7.199 0.00
H 1.366 5.092 7.457 0.00
H 4.723 3.116 2.927 0.00
H 2.452 5.847 3.512 0.00
H 3.114 -2.136 7.444 0.00
H 1.073 -2.761 8.360 0.00
C -1.317 -6.927 -3.065 0.02
C 0.000 -7.742 -3.194 0.02
C -0.324 -9.261 -3.231 0.02
C -0.721 -9.834 -1.872 -0.02
C 0.312 -9.490 -0.806 0.02
C 0.634 -7.974 -0.729 0.02
N 0.931 -7.376 -2.074 0.25
O 2.226 -7.785 -2.444 0.66
C -0.550 -7.222 -0.067 0.03
C 1.804 -7.773 0.290 -0.01
C 0.554 -7.333 -4.598 -0.01
H -1.773 -6.728 -4.043 0.00
H -2.086 -7.443 -2.487 0.00
H -1.138 -5.946 -2.608 -0.01
H 0.550 -9.820 -3.594 0.00
H -1.129 -9.458 -3.949 0.00
H -1.710 -9.467 -1.575 0.00
H -0.813 -10.924 -1.950 0.00
H -0.047 -9.848 0.168 0.00
H 1.229 -10.057 -1.016 0.00
H -0.390 -6.136 -0.090 -0.01
H -0.660 -7.508 0.987 0.00
H -1.515 -7.433 -0.523 0.00
H 2.696 -8.353 0.029 0.00
H 1.511 -8.102 1.294 0.00
H 2.088 -6.717 0.361 0.00
H 0.798 -6.264 -4.630 0.00
H -0.186 -7.526 -5.384 0.00
H 1.448 -7.898 -4.884 0.00
C -6.071 8.376 1.696 0.01
C -4.736 7.597 1.525 0.02
C -3.537 8.574 1.664 0.02
C -3.340 9.475 0.447 -0.02
C -3.274 8.659 -0.839 0.02
C -4.475 7.694 -1.015 0.03
N -4.742 6.869 0.212 0.30
O -3.755 5.868 0.274 0.62
C -5.744 8.503 -1.392 0.01
C -4.217 6.816 -2.284 -0.01
C -4.712 6.628 2.752 -0.01
H -6.361 8.463 2.751 0.00
H -6.019 9.401 1.325 0.00
H -6.901 7.864 1.194 -0.01
H -2.609 8.006 1.821 0.00
H -3.661 9.201 2.554 0.00
H -4.144 10.218 0.385 0.00
H -2.410 10.045 0.563 0.00
H -3.213 9.345 -1.694 0.00
H -2.334 8.091 -0.840 0.00
H -6.630 7.855 -1.427 -0.01
H -5.641 8.958 -2.385 0.00
H -5.954 9.331 -0.718 0.00
H -3.272 6.264 -2.230 0.00
H -4.154 7.438 -3.185 0.00
H -5.028 6.096 -2.438 0.00
H -5.544 5.914 2.708 0.00
H -4.805 7.183 3.694 0.00
H -3.777 6.061 2.830 0.00
C 2.020 -0.564 -9.407 0.01
C 1.044 -0.262 -8.235 0.02
C 0.876 1.274 -8.073 0.02
C 2.087 1.955 -7.437 -0.02
C 2.479 1.275 -6.130 0.02
C 2.678 -0.256 -6.270 0.03
N 1.539 -0.927 -6.983 0.29
O 0.459 -1.000 -6.082 0.63
C 4.008 -0.543 -7.017 0.01
C 2.930 -0.851 -4.845 -0.02
C -0.320 -0.846 -8.729 -0.01
H 1.502 -0.594 -10.373 0.00
H 2.800 0.192 -9.520 0.00
H 2.499 -1.543 -9.287 -0.01
H -0.003 1.489 -7.449 0.00
H 0.678 1.737 -9.046 0.00
H 2.934 1.960 -8.132 0.00
H 1.849 3.008 -7.242 0.00
H 3.396 1.742 -5.747 0.00
H 1.700 1.484 -5.384 0.00
H 4.125 -1.616 -7.216 -0.01
H 4.872 -0.232 -6.416 0.00
H 4.107 -0.009 -7.960 0.00
H 2.120 -0.622 -4.144 0.00
H 3.842 -0.435 -4.402 0.00
H 3.051 -1.939 -4.887 0.00
H -0.259 -1.933 -8.865 0.00
H -0.609 -0.409 -9.694 0.00
H -1.148 -0.631 -8.044 0.00
```